Record 1
Molecular formula: C16H33NO3S
Method: DFT, ωB97M-V/def2-TZVPD

Cartesian coordinates (Å):
C 2.55 -3.21 0.07
C 1.36 -3.54 1.07
N 0.48 -2.39 1.39
C 1.21 -1.36 2.11
C -0.09 -1.70 0.15
C -0.96 -2.53 -0.80
C -0.67 -2.80 2.31
C -0.30 -3.33 3.60
O -1.39 -3.82 4.42
C -1.07 -4.18 5.80
H 3.09 -2.37 0.50
H 2.29 -3.00 -0.94
H 3.29 -4.07 0.14
H 1.80 -4.13 2.04
H 0.91 -4.51 0.83
H 1.93 -1.06 1.52
H 1.71 -1.64 3.02
H 0.35 -0.44 2.36
H 0.74 -1.12 -0.26
H -0.67 -0.89 0.68
H -1.87 -2.90 -0.44
H -0.43 -3.26 -1.25
H -1.49 -1.96 -1.57
H -1.02 -3.58 1.76
H -1.37 -1.91 2.20
H 0.01 -2.45 4.15
H 0.33 -4.21 3.62
H -0.18 -4.75 5.99
H -1.76 -4.86 6.12
H -1.08 -3.38 6.62
O 1.49 1.07 -0.45
H 0.89 1.84 -0.52
C -2.10 1.97 -1.58
S -1.06 1.11 -2.67
O -1.79 -0.13 -3.15
C -1.15 2.23 -4.10
H -2.86 2.31 -2.10
H -1.50 2.69 -1.30
H -2.41 1.31 -0.71
H -2.35 2.43 -4.26
H -0.99 1.78 -5.07
H -0.65 3.07 -4.01
C -0.34 6.26 -1.68
C 0.02 6.30 -3.12
C 1.03 5.53 -3.63
C 1.45 4.39 -2.78
C 1.15 4.32 -1.44
C 0.18 5.30 -0.84
H -1.22 6.69 -1.35
H -0.58 7.00 -3.88
H 1.22 5.34 -4.67
H 2.28 3.80 -3.24
H 1.67 3.58 -0.86
H -0.07 5.18 0.20

As for the relative energy (zero: lowest compared OMol25 entry of this formula, charge and spin): 8.1 kcal/mol. The LUMO energy is 0.10 eV. The orbital gap is 6.0 eV. The HOMO energy is -5.94 eV. The calculation puts the max |F| at 0.1488 Eh/bohr.



Record 2
Molecular formula: C16H34AsB11Br6IrN2O7PTe
Method: DFT, ωB97M-V/def2-TZVPD

Cartesian coordinates (Å):
Ir 0.20 0.39 -0.15
Br 0.27 -0.22 2.64
B 1.91 -1.31 2.81
B 2.01 -2.95 3.51
C 3.23 -3.72 2.60
B 2.18 -2.70 1.75
B 3.90 -2.79 1.32
B 4.80 -3.11 2.81
B 3.64 -3.21 4.16
B 2.81 -1.61 4.36
Br 2.20 -0.94 6.09
B 4.61 -1.73 3.94
Br 6.02 -1.17 5.16
B 4.75 -1.44 2.11
Br 6.31 -0.57 1.31
B 3.08 -1.20 1.49
Br 2.64 0.02 -0.03
B 3.53 -0.49 3.11
Br 3.69 1.41 3.43
H 1.11 -3.56 3.94
H 3.14 -4.78 2.44
H 1.39 -3.14 1.01
H 4.23 -3.29 0.31
H 5.72 -3.83 2.79
H 3.81 -3.97 5.02
O -3.83 -1.02 -4.24
C -2.69 -0.69 -4.86
O -2.50 -0.95 -6.01
C -1.59 -0.08 -4.05
C -0.45 0.43 -4.66
N 0.37 0.85 -3.70
N -0.14 0.66 -2.49
C -1.34 0.09 -2.67
C -2.12 -0.26 -1.46
O -3.04 -1.10 -1.56
O -1.83 0.31 -0.37
H -4.04 -0.57 -3.41
H -0.23 0.49 -5.71
H 1.27 1.30 -3.81
C 1.00 3.80 -2.27
C -0.38 3.71 -1.61
As -0.31 2.79 0.14
C -2.10 3.00 0.96
C -2.54 4.45 1.16
C 0.86 3.90 1.29
C 2.35 3.72 1.06
H 0.89 4.01 -3.33
H 1.55 2.87 -2.14
H 1.58 4.60 -1.83
H -1.09 3.16 -2.23
H -0.79 4.71 -1.45
H -2.05 2.48 1.92
H -2.80 2.47 0.32
H -1.89 4.99 1.85
H -3.54 4.44 1.60
H -2.61 4.99 0.21
H 0.59 3.68 2.33
H 0.56 4.94 1.07
H 2.62 2.67 1.11
H 2.91 4.24 1.83
H 2.66 4.11 0.10
C -2.10 -3.67 2.60
C -1.57 -4.40 1.39
O -1.80 -3.59 0.22
P -0.81 -3.10 -0.92
O -0.10 -1.84 -0.60
Te -2.49 -3.24 -2.73
O 0.31 -4.19 -1.14
C 0.07 -5.40 -1.87
C 1.39 -6.12 -2.07
H -1.95 -4.27 3.49
H -3.17 -3.50 2.49
H -1.61 -2.71 2.72
H -2.12 -5.33 1.23
H -0.50 -4.63 1.47
H -0.37 -5.14 -2.85
H -0.64 -6.02 -1.32
H 2.08 -5.53 -2.66
H 1.20 -7.06 -2.59
H 1.84 -6.34 -1.11

As for the relative energy (zero: lowest compared OMol25 entry of this formula, charge and spin): 21.7 kcal/mol. The LUMO energy (alpha / beta) is -11.12 / -12.41 eV. Its net charge is +3. The orbital gap (alpha / beta) is 5.9 / 4.4 eV. Its expectation value of S² is 1.24. The HOMO energy (alpha / beta) is -16.98 / -16.85 eV. The calculation puts the max |F| at 0.0490 Eh/bohr. The multiplicity is 2.



Record 3
Molecular formula: C16H34BF2NO7
Method: DFT, ωB97M-V/def2-TZVPD

Cartesian coordinates (Å):
C 5.77 -2.40 2.03
C 4.42 -1.71 1.81
O 4.59 -0.50 1.11
C 3.60 0.45 1.48
C 3.35 1.46 0.36
O 2.11 2.13 0.51
C 1.68 2.70 -0.72
C 0.22 3.16 -0.64
O -0.68 2.29 -1.33
C -1.78 1.90 -0.60
N -1.73 0.40 -0.21
C -2.08 0.32 1.24
C -0.98 0.82 2.21
C -0.20 -0.30 2.92
F 0.16 0.12 4.20
C -0.43 -0.25 -0.58
C -0.30 -1.73 -0.17
C 1.21 -2.01 0.12
F -0.64 -2.59 -1.21
B -2.83 -0.27 -1.08
O -2.61 -0.21 -2.39
C -4.16 -0.94 -0.51
C -3.88 -2.45 -0.18
H 6.24 -2.52 1.05
H 6.42 -1.80 2.68
H 5.65 -3.39 2.50
H 3.73 -2.40 1.29
H 3.99 -1.56 2.81
H 2.67 -0.11 1.70
H 3.86 0.94 2.44
H 4.15 2.21 0.43
H 3.47 0.94 -0.60
H 1.79 1.98 -1.56
H 2.33 3.55 -0.99
H 0.19 4.13 -1.16
H -0.02 3.33 0.42
H -1.98 2.52 0.29
H -2.65 2.02 -1.26
H -3.00 0.89 1.40
H -2.33 -0.70 1.55
H -0.27 1.54 1.77
H -1.50 1.37 3.01
H 0.75 -0.44 2.39
H -0.78 -1.24 2.98
H 0.40 0.30 -0.11
H -0.25 -0.20 -1.66
H -0.82 -2.00 0.75
H 1.36 -2.22 1.18
H 1.48 -2.93 -0.42
H 1.87 -1.22 -0.27
H -3.07 -0.93 -2.84
H -4.88 -0.95 -1.34
H -4.61 -0.41 0.33
H -3.02 -2.57 0.50
H -4.76 -2.84 0.35
H -3.74 -3.05 -1.08
C -3.43 1.31 -5.00
O -4.62 1.64 -4.79
O -2.99 1.64 -6.29
O -2.62 0.75 -4.25
H -3.83 2.03 -6.57

The LUMO energy is -0.04 eV. The orbital gap is 6.8 eV. The HOMO energy is -6.82 eV. The calculation puts the max |F| at 0.0764 Eh/bohr.



Record 4
Molecular formula: C16H34Cl14N2O4
Method: DFT, ωB97M-V/def2-TZVPD

Cartesian coordinates (Å):
Cl -5.37 0.38 -1.38
C -5.08 1.49 0.06
C -3.75 1.24 0.63
Cl -3.48 2.48 1.85
H -5.93 1.33 0.71
H -5.19 2.45 -0.44
H -2.98 1.31 -0.11
H -3.67 0.28 1.11
Cl 0.98 -3.46 1.98
C 1.29 -4.51 3.39
C 2.73 -4.86 3.43
Cl 3.09 -5.97 4.79
H 0.69 -5.41 3.22
H 0.96 -3.95 4.26
H 3.34 -3.96 3.52
H 2.99 -5.41 2.52
Cl 2.71 2.20 -2.96
C 1.86 1.65 -4.47
C 1.96 0.19 -4.75
Cl 1.07 -0.11 -6.23
H 2.35 2.12 -5.30
H 0.89 2.06 -4.36
H 1.50 -0.46 -4.00
H 2.99 -0.13 -4.95
Cl 2.14 2.90 2.43
C 0.69 3.73 1.76
C 1.07 4.96 1.03
Cl 1.85 4.63 -0.48
H 0.01 3.89 2.60
H 0.25 3.01 1.11
H 1.80 5.53 1.62
H 0.17 5.53 0.82
Cl 1.85 -2.65 -1.94
C 0.66 -3.99 -1.88
C 1.32 -5.26 -1.32
Cl 2.61 -5.84 -2.43
H 0.28 -4.07 -2.91
H -0.14 -3.71 -1.21
H 0.51 -5.98 -1.28
H 1.66 -5.05 -0.31
Cl -2.42 5.21 -0.24
C -1.77 4.39 -1.65
C -1.18 5.41 -2.61
Cl -0.61 4.58 -4.08
H -2.60 3.82 -2.07
H -1.05 3.70 -1.27
H -0.29 5.85 -2.16
H -1.89 6.17 -2.96
Cl -0.47 0.11 1.67
C 0.88 -0.34 0.62
C 1.09 0.49 -0.58
Cl -0.41 0.63 -1.60
H 0.79 -1.36 0.31
H 1.82 -0.28 1.21
H 1.95 0.09 -1.12
H 1.34 1.48 -0.28
C 1.73 0.34 4.93
N 1.28 -1.01 5.29
O 2.17 -1.82 5.52
O 0.10 -1.20 5.44
H 0.86 0.91 4.54
H 2.49 0.22 4.19
H 2.16 0.79 5.81
C -2.69 -2.12 -0.67
N -2.60 -2.73 -2.06
O -3.27 -3.69 -2.22
O -1.89 -2.15 -2.85
H -3.54 -1.44 -0.68
H -1.77 -1.62 -0.51
H -2.89 -2.98 -0.05

The SMILES is C[N+](=O)[O-].C[N+](=O)[O-].ClCCCl.ClCCCl.ClCCCl.ClCCCl.ClCCCl.ClCCCl.ClCCCl. As for the relative energy (zero: lowest compared OMol25 entry of this formula, charge and spin): 0.0 kcal/mol. The LUMO energy is -0.01 eV. The orbital gap is 10.8 eV. The HOMO energy is -10.78 eV. The calculation puts the max |F| at 0.0508 Eh/bohr.



Record 5
Molecular formula: C16H34F6N2O6Ti
Method: DFT, ωB97M-V/def2-TZVPD

Cartesian coordinates (Å):
Ti 0.78 0.13 -0.08
C -0.90 3.04 -0.92
O -1.18 2.91 0.49
O 0.01 2.10 -1.24
C -2.25 3.03 -1.67
F -3.05 4.09 -1.40
F -2.05 2.99 -2.99
F -2.95 1.94 -1.28
C -1.39 4.06 1.27
C -1.71 3.67 2.72
H -1.68 4.57 3.35
H -2.77 3.44 2.87
H -1.02 2.98 3.20
H -2.25 4.61 0.88
H -0.53 4.74 1.27
H -0.39 4.00 -1.12
C 2.61 -1.65 -2.85
O 3.16 -0.85 -3.92
O 1.73 -0.88 -2.22
C 1.89 -2.94 -3.39
F 2.70 -3.81 -4.05
F 1.42 -3.64 -2.33
F 0.85 -2.65 -4.16
C 3.26 -1.33 -5.23
C 3.83 -0.19 -6.08
H 3.87 -0.53 -7.12
H 3.21 0.70 -6.07
H 4.88 0.05 -5.86
H 2.30 -1.46 -5.74
H 3.85 -2.23 -5.45
H 3.44 -1.99 -2.21
C 2.95 -2.23 0.74
C 1.78 -2.05 1.74
C 2.01 -0.80 2.58
O 1.94 0.39 1.78
C 1.87 1.50 2.66
N 0.55 -1.96 0.96
H 2.89 -3.06 0.05
H 3.80 -2.46 1.41
H 3.20 -1.30 0.22
H 1.72 -3.00 2.30
H 2.99 -0.80 3.06
H 1.25 -0.86 3.36
H 1.12 1.47 3.46
H 1.68 2.37 2.03
H 2.86 1.66 3.11
H 0.09 -2.82 0.66
H -0.25 -1.50 1.36
C -2.13 -0.17 3.57
C -2.36 -0.66 2.14
C -3.84 -0.46 1.75
O -3.92 -0.98 0.41
C -4.38 -2.30 0.26
N -1.50 0.12 1.23
H -2.44 0.87 3.68
H -1.09 -0.35 3.87
H -2.75 -0.67 4.31
H -2.21 -1.74 2.11
H -4.06 0.60 1.62
H -4.59 -0.92 2.39
H -5.46 -2.37 0.42
H -3.76 -2.89 0.95
H -4.23 -2.73 -0.73
H -1.43 1.09 1.54
H -1.98 0.15 0.33

As for the relative energy (zero: lowest compared OMol25 entry of this formula, charge and spin): 46.5 kcal/mol. The LUMO energy (alpha / beta) is 2.41 / 2.33 eV. Its net charge is -1. The orbital gap (alpha / beta) is 2.8 / 6.8 eV. Its expectation value of S² is 3.75. The HOMO energy (alpha / beta) is -0.35 / -4.43 eV. The calculation puts the max |F| at 0.0620 Eh/bohr. The multiplicity is 4.



Record 6
Molecular formula: C16H34N3O16P4S
Method: DFT, ωB97M-V/def2-TZVPD

Cartesian coordinates (Å):
O 6.90 0.66 0.69
C 6.29 0.68 -0.27
N 5.73 0.41 -1.36
N 4.38 0.86 -1.36
C 3.47 -0.09 -1.29
C 2.12 0.31 -1.35
P 0.77 -0.92 -1.26
O 0.71 -1.40 0.27
O -0.61 -0.20 -1.47
S 1.07 -2.41 -2.40
C 1.91 1.66 -1.48
C 2.98 2.58 -1.52
C 2.67 4.04 -1.61
C 2.04 4.42 -0.25
O 2.73 4.56 0.71
N 4.22 2.16 -1.46
H 3.75 -1.13 -1.22
H 1.23 -0.78 0.81
H -0.59 0.45 -2.19
H 0.90 2.05 -1.56
H 1.91 4.21 -2.36
H 3.57 4.63 -1.76
H 0.95 4.51 -0.16
C -4.18 -0.33 -1.16
O -4.63 0.45 -2.28
P -4.30 2.05 -2.12
O -2.93 2.02 -1.54
O -5.48 2.26 -1.01
C -6.74 1.58 -1.09
O -4.45 3.57 -2.66
C -4.14 4.62 -1.73
H -4.69 -1.29 -1.18
H -3.11 -0.53 -1.26
H -4.38 0.17 -0.22
H -6.77 0.78 -0.35
H -6.92 1.16 -2.08
H -7.53 2.30 -0.87
H -3.07 4.69 -1.59
H -4.63 4.46 -0.77
H -4.51 5.54 -2.17
C 6.73 -0.90 4.61
O 7.69 -0.16 5.36
P 7.08 1.02 6.32
O 5.86 0.42 6.89
O 6.78 2.04 5.07
C 7.63 2.11 3.92
O 7.46 2.21 7.35
C 6.41 3.13 7.67
H 7.28 -1.38 3.80
H 6.27 -1.66 5.23
H 5.96 -0.24 4.19
H 7.15 1.61 3.09
H 8.60 1.65 4.10
H 7.78 3.16 3.67
H 5.70 2.66 8.35
H 5.90 3.48 6.77
H 6.87 3.98 8.17
C -7.50 -5.68 -4.05
O -7.24 -4.72 -3.03
P -5.66 -4.29 -2.81
O -5.28 -4.28 -4.26
O -5.20 -5.67 -2.06
C -6.02 -6.29 -1.05
O -4.26 -3.46 -2.34
C -3.03 -4.00 -2.85
H -8.48 -6.10 -3.85
H -7.50 -5.20 -5.03
H -6.76 -6.48 -4.04
H -6.51 -7.17 -1.47
H -6.78 -5.61 -0.67
H -5.38 -6.59 -0.22
H -2.93 -3.75 -3.91
H -2.97 -5.07 -2.71
H -2.22 -3.52 -2.30

The LUMO energy is -5.47 eV. Its net charge is +1. The orbital gap is 5.6 eV. The HOMO energy is -11.08 eV. The calculation puts the max |F| at 0.1669 Eh/bohr.



Record 7
Molecular formula: C16H34N7OPtSSe2
Method: DFT, ωB97M-V/def2-TZVPD

Cartesian coordinates (Å):
Pt 0.40 -0.16 -0.03
C 0.56 0.50 3.90
Se 0.13 -0.95 2.66
C 1.82 -1.95 2.86
C 3.02 -1.26 2.26
Se 2.98 -1.13 0.28
C 3.94 0.55 0.18
H 0.62 0.08 4.91
H -0.24 1.22 3.84
H 1.50 0.97 3.63
H 1.66 -2.93 2.40
H 1.95 -2.08 3.94
H 3.93 -1.80 2.52
H 3.12 -0.23 2.61
H 4.95 0.41 0.55
H 3.41 1.30 0.76
H 3.97 0.86 -0.86
C -3.48 -3.60 1.20
N -2.38 -3.75 0.28
C -1.99 -5.11 -0.03
C -0.70 -4.95 -0.83
N -0.40 -3.54 -0.70
C 0.54 -2.97 -1.64
C -1.43 -2.86 -0.12
N -1.40 -1.56 -0.02
C -2.52 -0.78 0.43
C -2.52 0.59 -0.27
N -1.36 1.36 0.12
C -1.23 2.64 -0.09
N -0.18 3.34 0.44
C 1.05 2.80 0.94
C -0.12 4.68 -0.11
C -1.54 4.88 -0.62
N -2.03 3.52 -0.76
C -3.41 3.39 -1.17
H -3.55 -4.51 1.79
H -4.43 -3.46 0.67
H -3.33 -2.77 1.88
H -2.77 -5.62 -0.60
H -1.81 -5.67 0.90
H -0.83 -5.23 -1.88
H 0.13 -5.55 -0.42
H 1.52 -3.42 -1.47
H 0.59 -1.89 -1.48
H 0.24 -3.16 -2.67
H -2.45 -0.59 1.52
H -3.47 -1.26 0.20
H -3.44 1.09 0.02
H -2.52 0.41 -1.36
H 0.93 1.72 1.11
H 1.31 3.30 1.87
H 1.85 2.97 0.21
H 0.61 4.71 -0.93
H 0.18 5.39 0.66
H -1.56 5.39 -1.58
H -2.16 5.45 0.09
H -3.64 4.24 -1.80
H -4.09 3.39 -0.31
H -3.57 2.48 -1.75
O 0.94 3.16 -2.60
S 0.52 1.75 -2.60
N 1.20 0.92 -1.53

As for the relative energy (zero: lowest compared OMol25 entry of this formula, charge and spin): 4.9 kcal/mol. The LUMO energy (alpha / beta) is -2.26 / -3.38 eV. Its net charge is +1. The orbital gap (alpha / beta) is 7.4 / 7.8 eV. Its expectation value of S² is 2.01. The HOMO energy (alpha / beta) is -9.65 / -11.16 eV. The calculation puts the max |F| at 0.0303 Eh/bohr. The multiplicity is 3.



Q: The lowest max |F| belongs to which entry?
A: C16H34N7OPtSSe2



Copy entry 2 word for word.
Molecular formula: C16H34AsB11Br6IrN2O7PTe
Method: DFT, ωB97M-V/def2-TZVPD

Cartesian coordinates (Å):
Ir 0.20 0.39 -0.15
Br 0.27 -0.22 2.64
B 1.91 -1.31 2.81
B 2.01 -2.95 3.51
C 3.23 -3.72 2.60
B 2.18 -2.70 1.75
B 3.90 -2.79 1.32
B 4.80 -3.11 2.81
B 3.64 -3.21 4.16
B 2.81 -1.61 4.36
Br 2.20 -0.94 6.09
B 4.61 -1.73 3.94
Br 6.02 -1.17 5.16
B 4.75 -1.44 2.11
Br 6.31 -0.57 1.31
B 3.08 -1.20 1.49
Br 2.64 0.02 -0.03
B 3.53 -0.49 3.11
Br 3.69 1.41 3.43
H 1.11 -3.56 3.94
H 3.14 -4.78 2.44
H 1.39 -3.14 1.01
H 4.23 -3.29 0.31
H 5.72 -3.83 2.79
H 3.81 -3.97 5.02
O -3.83 -1.02 -4.24
C -2.69 -0.69 -4.86
O -2.50 -0.95 -6.01
C -1.59 -0.08 -4.05
C -0.45 0.43 -4.66
N 0.37 0.85 -3.70
N -0.14 0.66 -2.49
C -1.34 0.09 -2.67
C -2.12 -0.26 -1.46
O -3.04 -1.10 -1.56
O -1.83 0.31 -0.37
H -4.04 -0.57 -3.41
H -0.23 0.49 -5.71
H 1.27 1.30 -3.81
C 1.00 3.80 -2.27
C -0.38 3.71 -1.61
As -0.31 2.79 0.14
C -2.10 3.00 0.96
C -2.54 4.45 1.16
C 0.86 3.90 1.29
C 2.35 3.72 1.06
H 0.89 4.01 -3.33
H 1.55 2.87 -2.14
H 1.58 4.60 -1.83
H -1.09 3.16 -2.23
H -0.79 4.71 -1.45
H -2.05 2.48 1.92
H -2.80 2.47 0.32
H -1.89 4.99 1.85
H -3.54 4.44 1.60
H -2.61 4.99 0.21
H 0.59 3.68 2.33
H 0.56 4.94 1.07
H 2.62 2.67 1.11
H 2.91 4.24 1.83
H 2.66 4.11 0.10
C -2.10 -3.67 2.60
C -1.57 -4.40 1.39
O -1.80 -3.59 0.22
P -0.81 -3.10 -0.92
O -0.10 -1.84 -0.60
Te -2.49 -3.24 -2.73
O 0.31 -4.19 -1.14
C 0.07 -5.40 -1.87
C 1.39 -6.12 -2.07
H -1.95 -4.27 3.49
H -3.17 -3.50 2.49
H -1.61 -2.71 2.72
H -2.12 -5.33 1.23
H -0.50 -4.63 1.47
H -0.37 -5.14 -2.85
H -0.64 -6.02 -1.32
H 2.08 -5.53 -2.66
H 1.20 -7.06 -2.59
H 1.84 -6.34 -1.11

As for the relative energy (zero: lowest compared OMol25 entry of this formula, charge and spin): 21.7 kcal/mol. The LUMO energy (alpha / beta) is -11.12 / -12.41 eV. Its net charge is +3. The orbital gap (alpha / beta) is 5.9 / 4.4 eV. Its expectation value of S² is 1.24. The HOMO energy (alpha / beta) is -16.98 / -16.85 eV. The calculation puts the max |F| at 0.0490 Eh/bohr. The multiplicity is 2.



Q: What is the max |F| in the sixth record?
A: 0.1669 Eh/bohr